This record from the OMol25 dataset describes a 3-piece molecular cluster, C42H80N7O13P3S overall. The level of theory is wB97M-V/def2-TZVPD.

Results
total charge	0
electronic energy	-4431.3208	Eh
spin multiplicity	1
F_max	7.090	eV/Å
SMILES	[H]/N=C(/C)CC1=C(S(C)(=O)=O)C(=O)c2c(CCCCCOC(C)=O)c(OC[C@H](C)O)cc(CCP(=O)(OCC)OCC)c2C1=O.CN(C)P(=O)(N(C)C)N(C)C.CN(C)P(=O)(N(C)C)N(C)C
HOMO-LUMO gap	5.580	eV

Atoms and positions in Å:
H 4.329 -4.129 -2.275
N 3.775 -4.023 -3.147
C 2.590 -4.615 -3.001
C 1.623 -4.581 -4.297
C 2.219 -5.341 -1.622
C 1.309 -4.475 -0.641
C -0.049 -4.791 -0.291
S -0.906 -6.266 -1.025
C -0.436 -7.867 -0.180
O -2.419 -6.100 -0.897
O -0.622 -6.321 -2.518
C -0.866 -3.861 0.756
O -1.668 -4.368 1.575
C -0.511 -2.295 0.665
C -1.592 -1.193 0.965
C -3.086 -1.516 1.421
C -3.403 -0.994 2.940
C -3.255 -2.145 4.048
C -4.458 -3.217 4.084
C -5.844 -2.696 3.470
O -6.910 -3.655 3.799
C -6.675 -4.863 3.079
C -6.506 -4.987 1.495
O -6.572 -5.926 3.764
C -1.160 0.323 0.820
O -2.165 1.281 1.127
C -2.361 2.242 0.055
C -3.543 1.852 -0.977
C -2.914 1.836 -2.484
O -4.560 2.916 -0.989
C 0.310 0.667 0.404
C 1.402 -0.424 0.099
C 2.879 -0.027 -0.356
C 3.710 0.844 0.710
P 3.456 0.358 2.511
O 2.029 0.580 3.045
O 4.467 1.425 3.434
C 5.092 0.712 4.543
C 5.567 1.860 5.602
O 4.031 -1.230 2.734
C 3.073 -2.053 3.460
C 3.654 -3.526 3.762
C 0.976 -1.934 0.257
C 1.984 -3.158 0.025
O 3.198 -3.171 0.346
H 2.127 -3.936 -5.109
H 0.579 -4.205 -4.035
H 1.605 -5.654 -4.733
H 3.224 -5.528 -1.074
H 1.806 -6.386 -1.859
H -1.361 -8.553 -0.108
H -0.090 -7.600 0.879
H 0.414 -8.409 -0.721
H -3.383 -2.615 1.342
H -3.837 -0.936 0.754
H -2.586 -0.210 3.162
H -4.397 -0.427 2.963
H -3.266 -1.608 5.075
H -2.225 -2.659 3.991
H -4.663 -3.436 5.203
H -4.076 -4.183 3.608
H -6.079 -1.661 3.916
H -5.714 -2.542 2.344
H -5.397 -4.855 1.216
H -6.858 -6.020 1.121
H -7.142 -4.157 1.017
H -2.709 3.223 0.565
H -1.421 2.504 -0.539
H -4.035 0.843 -0.766
H -1.837 1.443 -2.378
H -3.572 1.202 -3.168
H -2.855 2.919 -2.884
H -5.456 2.525 -0.901
H 0.569 1.787 0.320
H 3.476 -0.945 -0.716
H 2.768 0.639 -1.299
H 3.573 1.986 0.594
H 4.833 0.660 0.479
H 4.350 -0.003 5.044
H 6.037 0.126 4.223
H 4.823 2.730 5.439
H 6.626 2.242 5.375
H 5.459 1.510 6.686
H 2.151 -2.195 2.783
H 2.732 -1.613 4.461
H 4.374 -3.536 4.663
H 4.197 -3.964 2.848
H 2.801 -4.258 4.015
C -0.960 -2.999 -6.308
N -1.971 -1.966 -6.256
C -2.673 -2.002 -4.979
P -2.056 -0.502 -7.117
O -1.108 0.270 -6.178
N -1.059 -0.343 -8.509
C 0.156 -1.120 -8.713
C -0.749 1.059 -8.812
N -3.212 -1.332 -8.203
C -4.600 -0.968 -7.925
C -3.130 -2.684 -8.704
H -1.403 -3.969 -6.052
H -0.132 -2.796 -5.621
H -0.540 -3.148 -7.299
H -3.591 -2.595 -5.072
H -2.958 -1.000 -4.645
H -2.066 -2.437 -4.178
H 0.790 -1.131 -7.821
H 0.752 -0.726 -9.541
H -0.079 -2.141 -9.014
H 0.054 1.450 -8.180
H -1.631 1.690 -8.659
H -0.456 1.179 -9.860
H -4.997 -1.519 -7.063
H -5.245 -1.157 -8.790
H -4.674 0.102 -7.704
H -3.454 -3.426 -7.962
H -2.129 -2.945 -9.045
H -3.776 -2.796 -9.581
C 1.489 6.904 2.525
N 2.663 6.473 3.249
C 3.151 5.205 2.721
P 3.787 7.400 4.127
O 4.609 7.830 2.897
N 3.322 8.996 4.569
C 2.301 9.755 3.859
C 4.480 9.877 4.763
N 2.906 6.880 5.596
C 3.597 5.808 6.312
C 1.476 6.769 5.770
H 0.748 6.098 2.502
H 1.726 7.197 1.496
H 0.970 7.736 2.995
H 2.748 4.373 3.311
H 4.243 5.142 2.765
H 2.872 5.049 1.673
H 2.438 9.712 2.775
H 2.304 10.808 4.155
H 1.303 9.406 4.121
H 4.881 10.246 3.814
H 5.285 9.346 5.281
H 4.219 10.738 5.387
H 3.420 4.831 5.845
H 3.283 5.760 7.359
H 4.677 5.990 6.314
H 1.071 5.851 5.326
H 0.937 7.622 5.360
H 1.231 6.753 6.836

This record from the OMol25 dataset describes an isolated ion of composition C4H7Cl3N3 and charge +1. The level of theory is wB97M-V/def2-TZVPD.

Results
total charge	+1
ΔE to the lowest compared entry with this formula, charge and spin	0.00	kJ/mol
electronic energy	-1701.1115	Eh
spin multiplicity	1
F_max	3.725	eV/Å
SMILES	C[N@H+]1CN=N[C@@H]1C(Cl)(Cl)Cl
HOMO-LUMO gap	10.437	eV

Atoms and positions in Å:
C -1.410 1.073 -0.258
N -0.475 0.135 0.403
C -1.071 -1.197 0.572
N -0.295 -2.159 -0.249
N 0.601 -1.563 -0.839
C 0.792 -0.187 -0.675
C 2.039 0.263 0.072
Cl 2.024 -0.410 1.729
Cl 3.416 -0.205 -0.908
Cl 2.057 2.101 0.099
H -1.299 0.952 -1.380
H -2.405 0.873 -0.040
H -1.259 2.120 -0.063
H -0.089 0.554 1.254
H -2.130 -1.229 0.369
H -0.956 -1.555 1.573
H 0.460 0.434 -1.659

This record from the OMol25 dataset describes C29H42Cl3N3NaO2P2 as an isolated structure. The level of theory is wB97M-V/def2-TZVPD.

Results
total charge	-1
ΔE to the lowest compared entry with this formula, charge and spin	6.16	kJ/mol
electronic energy	-3670.7137	Eh
spin multiplicity	1
F_max	0.183	eV/Å
HOMO-LUMO gap	5.753	eV

Atoms and positions in Å:
Na -1.197 1.264 0.021
C -0.195 -1.275 -5.051
C -0.815 -1.491 -3.670
C -2.343 -1.474 -3.764
P -0.279 -0.411 -2.244
C 0.126 1.271 -2.947
C 1.373 1.400 -3.820
C -1.103 1.905 -3.600
C 1.390 -1.021 -1.835
C 2.086 -1.977 -2.565
C 3.398 -2.328 -2.273
C 4.024 -1.695 -1.205
C 3.355 -0.760 -0.439
C 2.011 -0.383 -0.716
N 1.291 0.476 0.041
C 1.915 1.394 0.856
C 3.027 2.158 0.451
C 3.555 3.151 1.254
C 2.994 3.431 2.493
C 1.901 2.688 2.918
C 1.362 1.667 2.138
P -0.154 0.737 2.553
C 0.374 -1.011 2.972
C -0.316 -1.951 1.981
C 1.876 -1.251 3.023
C -0.664 1.421 4.198
C -2.122 1.020 4.432
C 0.210 1.066 5.402
H -0.503 -2.077 -5.729
H 0.893 -1.251 -5.025
H -0.534 -0.335 -5.487
H -0.536 -2.491 -3.321
H -2.717 -0.485 -4.037
H -2.793 -1.749 -2.809
H -2.686 -2.184 -4.524
H 0.326 1.826 -2.029
H 1.223 0.971 -4.811
H 2.235 0.910 -3.364
H 1.617 2.458 -3.954
H -1.367 1.389 -4.527
H -0.894 2.947 -3.855
H -1.964 1.906 -2.930
H 1.600 -2.459 -3.405
H 3.916 -3.073 -2.864
H 5.045 -1.953 -0.942
H 3.869 -0.299 0.395
H 3.452 1.970 -0.528
H 4.404 3.727 0.902
H 3.395 4.221 3.117
H 1.460 2.922 3.877
H -0.050 -1.202 3.963
H 0.016 -1.732 0.963
H -1.400 -1.823 2.004
H -0.092 -2.998 2.211
H 2.317 -1.099 2.037
H 2.085 -2.282 3.330
H 2.374 -0.576 3.722
H -0.649 2.504 4.040
H -2.224 -0.070 4.477
H -2.747 1.395 3.620
H -2.488 1.423 5.381
H 0.099 0.013 5.671
H -0.085 1.652 6.277
H 1.269 1.243 5.212
N -3.325 -0.205 0.171
C -4.449 0.450 -0.498
C -4.690 1.821 0.133
C -3.332 2.530 0.232
O -2.759 2.761 -0.867
O -2.834 2.684 1.367
H -3.084 -1.104 -0.228
H -3.489 -0.318 1.164
H -5.374 -0.143 -0.479
H -4.164 0.597 -1.542
H -5.117 1.717 1.133
H -5.378 2.395 -0.492
Cl 1.294 -5.466 -2.025
C 0.731 -4.868 -0.454
Cl 1.982 -3.923 0.330
Cl 0.266 -6.249 0.577
C -0.473 -4.061 -0.672
N -1.435 -3.473 -0.881

This record from the OMol25 dataset describes a 10-piece molecular cluster, C8H36O10 overall. The level of theory is wB97M-V/def2-TZVPD.

Results
total charge	0
ΔE to the lowest compared entry with this formula, charge and spin	170.05	kJ/mol
electronic energy	-1078.7577	Eh
spin multiplicity	1
F_max	1.696	eV/Å
SMILES	CCO.CCO.CCO.CCO.O.O.O.O.O.O
HOMO-LUMO gap	9.427	eV

Atoms and positions in Å:
C 19.267 -9.657 -13.383
C 20.067 -10.924 -13.047
O 21.119 -10.533 -12.161
H 18.390 -9.888 -13.992
H 19.833 -9.046 -14.085
H 19.004 -9.208 -12.435
H 20.385 -11.499 -13.920
H 19.394 -11.565 -12.464
H 21.472 -11.349 -11.790
C 24.249 -8.942 -8.445
C 22.947 -9.666 -8.694
O 21.906 -8.858 -9.209
H 24.143 -8.128 -7.721
H 24.645 -8.514 -9.365
H 24.968 -9.618 -7.978
H 22.545 -10.131 -7.795
H 23.196 -10.452 -9.417
H 22.024 -8.622 -10.143
C 20.651 -6.703 -16.312
C 20.385 -5.942 -15.004
O 21.647 -5.590 -14.476
H 21.219 -6.012 -16.933
H 19.789 -7.136 -16.819
H 21.291 -7.547 -16.041
H 19.773 -6.498 -14.293
H 19.777 -5.063 -15.258
H 21.656 -5.871 -13.555
C 16.412 -8.911 -9.023
C 17.429 -7.844 -9.283
O 17.906 -7.293 -8.061
H 15.632 -8.501 -8.381
H 16.830 -9.818 -8.585
H 15.967 -9.241 -9.964
H 17.031 -7.109 -9.980
H 18.326 -8.205 -9.801
H 18.861 -7.189 -8.059
O 17.745 -4.533 -11.484
H 17.164 -3.863 -11.870
H 17.659 -4.416 -10.526
O 20.600 -6.247 -8.987
H 20.836 -5.524 -8.396
H 21.176 -6.985 -8.726
O 16.205 -6.484 -12.883
H 15.447 -5.916 -13.058
H 16.693 -6.040 -12.163
O 19.972 -6.384 -11.759
H 20.194 -6.573 -10.827
H 19.211 -5.783 -11.746
O 19.266 -2.679 -13.598
H 19.324 -3.024 -12.699
H 20.124 -2.271 -13.758
O 22.280 -7.995 -12.026
H 21.877 -8.897 -12.081
H 21.554 -7.343 -11.982

This record from the OMol25 dataset describes the molecule HNO3S. The level of theory is wB97M-V/def2-TZVPD.

Results
total charge	0
ΔE to the lowest compared entry with this formula, charge and spin	56.70	kJ/mol
electronic energy	-679.1303	Eh
spin multiplicity	1
F_max	4.048	eV/Å
SMILES	O=S1(=O)NO1
HOMO-LUMO gap	12.047	eV

Atoms and positions in Å:
O -1.693 -0.347 0.646
S -0.551 0.169 0.053
O -0.316 1.479 -0.344
N 0.866 -0.539 0.402
O 0.129 -0.971 -0.880
H 1.566 0.208 0.122

This record from the OMol25 dataset describes C24H60Cs2N4O4S as an isolated structure. The level of theory is wB97M-V/def2-TZVPD.

Results
total charge	0
ΔE to the lowest compared entry with this formula, charge and spin	0.00	kJ/mol
electronic energy	-1908.8879	Eh
spin multiplicity	1
F_max	1.772	eV/Å
HOMO-LUMO gap	7.100	eV

Atoms and positions in Å:
Cs -3.584 8.261 23.345
Cs -0.378 7.942 18.682
S -3.464 8.442 19.904
O -3.442 9.432 18.814
O -4.725 8.409 20.683
O -3.136 7.097 19.355
O -2.377 8.851 20.854
C -2.661 0.122 15.331
C -2.202 1.475 15.841
N -3.215 2.518 15.704
C -2.856 3.663 16.532
C -3.177 3.471 17.979
C -3.380 2.913 14.308
C -4.661 3.687 14.073
H -3.651 -0.152 15.696
H -1.949 -0.656 15.613
H -2.694 0.105 14.241
H -1.845 1.431 16.867
H -1.322 1.772 15.228
H -1.776 3.888 16.409
H -3.367 4.568 16.206
H -4.210 3.119 18.085
H -2.566 2.735 18.506
H -3.187 4.400 18.555
H -3.380 2.024 13.675
H -2.492 3.487 13.973
H -4.582 4.718 14.431
H -5.470 3.247 14.657
H -4.932 3.747 13.021
C -7.746 6.371 22.454
C -8.848 6.953 23.321
N -8.317 7.387 24.617
C -9.326 7.564 25.651
C -8.799 7.211 27.047
C -7.361 8.488 24.567
C -7.807 9.738 23.794
H -7.013 7.141 22.203
H -8.127 6.039 21.488
H -7.272 5.546 22.986
H -9.293 7.799 22.778
H -9.604 6.203 23.544
H -9.682 8.608 25.679
H -10.194 6.949 25.417
H -8.092 6.384 27.023
H -8.305 8.066 27.521
H -9.620 6.982 27.731
H -6.460 8.067 24.124
H -7.156 8.840 25.580
H -8.738 10.175 24.150
H -8.015 9.477 22.746
H -7.010 10.475 23.690
C -1.597 3.432 23.624
C -1.867 4.932 23.816
N -3.255 5.295 24.122
C -4.216 4.631 23.251
C -4.235 5.212 21.833
C -3.542 5.040 25.535
C -4.770 5.800 26.046
H -2.042 3.032 22.717
H -1.937 2.880 24.502
H -0.519 3.265 23.568
H -1.155 5.317 24.552
H -1.520 5.489 22.932
H -5.223 4.646 23.672
H -4.073 3.548 23.098
H -3.224 5.184 21.424
H -4.562 6.241 21.894
H -4.878 4.675 21.141
H -3.615 3.975 25.816
H -2.667 5.394 26.090
H -4.721 5.782 27.133
H -4.570 6.833 25.752
H -5.698 5.453 25.607
C -3.361 15.297 18.383
C -3.973 14.502 19.539
N -4.340 13.145 19.153
C -4.605 12.292 20.318
C -3.450 12.206 21.308
C -5.507 13.143 18.293
C -5.679 11.847 17.515
H -4.113 15.615 17.656
H -2.596 14.723 17.863
H -2.939 16.235 18.753
H -3.209 14.429 20.311
H -4.833 15.058 19.954
H -5.551 12.612 20.797
H -4.764 11.282 19.937
H -3.644 11.352 21.960
H -2.542 11.948 20.764
H -3.349 13.091 21.934
H -5.438 13.987 17.602
H -6.430 13.356 18.873
H -4.740 11.561 17.047
H -6.398 12.033 16.709
H -6.068 11.039 18.128

This record from the OMol25 dataset describes H14HeO7 as an isolated structure. The level of theory is wB97M-V/def2-TZVPD.

Results
total charge	0
ΔE to the lowest compared entry with this formula, charge and spin	27.58	kJ/mol
electronic energy	-537.9615	Eh
spin multiplicity	1
F_max	0.603	eV/Å
HOMO-LUMO gap	11.067	eV

Atoms and positions in Å:
He -0.559 -0.078 0.175
O 2.005 -0.305 0.742
H 2.843 0.099 0.520
H 1.350 0.342 0.480
O -1.538 2.221 -1.187
H -1.731 1.417 -1.670
H -0.744 2.018 -0.691
O 1.593 0.386 3.564
H 1.550 0.078 2.658
H 2.529 0.413 3.764
O -3.894 -1.484 -1.448
H -3.852 -1.975 -0.627
H -2.988 -1.228 -1.621
O -1.402 -0.391 -2.518
H -0.849 -0.965 -3.047
H -1.921 0.098 -3.156
O 1.223 2.502 -0.034
H 1.655 3.059 -0.681
H 1.297 2.986 0.788
O 0.851 -3.103 1.585
H 1.544 -3.734 1.389
H 1.039 -2.356 1.016

This record from the OMol25 dataset describes an isolated ion of composition C5H8N and charge +1. The level of theory is wB97M-V/def2-TZVPD.

Results
total charge	+1
ΔE to the lowest compared entry with this formula, charge and spin	611.94	kJ/mol
electronic energy	-249.5921	Eh
spin multiplicity	1
F_max	4.278	eV/Å
SMILES	C[N@H+]1C=C2C[C@@H]21
HOMO-LUMO gap	8.878	eV

Atoms and positions in Å:
C 0.516 1.362 -0.935
N 0.374 0.592 0.258
C -1.022 0.522 0.620
C -1.175 -0.789 0.317
C -0.227 -1.874 0.765
C 0.370 -0.860 -0.109
H -0.234 0.887 -1.810
H 0.340 2.475 -0.698
H 1.490 1.326 -1.356
H 0.957 0.847 1.049
H -1.719 1.285 0.765
H -0.207 -1.861 1.902
H -0.244 -2.950 0.386
H 0.783 -0.962 -1.155